Density functional theory data (ωB97M-V with the def2-TZVPD basis set) for a 5-piece molecular cluster, C25H44F2INO19PS5 overall in a non-equilibrium geometry.

```
98
C25H44F2INO19PS5 | OMol25 | ωB97M-V with the def2-TZVPD basis set
I -2.70 1.61 2.12
S 15.14 -1.04 3.10
S -9.65 -1.90 -3.27
S 10.99 2.58 -0.03
S 7.44 0.52 -1.59
S 2.61 1.18 1.67
P 0.73 1.37 1.87
F 0.12 -2.64 -1.31
F 1.59 -0.92 -0.01
O -2.40 -2.57 -2.67
O 11.79 1.96 1.21
O -10.70 -1.80 -2.06
O 15.52 -0.56 4.38
O 10.36 1.54 -0.76
O 0.36 1.27 3.43
O -9.18 -3.23 -3.34
O 0.26 2.80 1.32
O 6.63 0.71 -0.22
O 13.53 -1.08 3.05
O 6.22 0.87 -2.58
O 7.76 -0.86 -1.72
O 15.62 -0.47 1.90
O 15.38 -2.62 3.05
O -8.76 -0.79 -3.19
O -10.68 -1.63 -4.46
O 8.42 1.53 -1.69
O 12.26 3.10 -0.86
O 10.25 3.70 0.44
N -2.44 -0.73 0.25
C -1.71 0.17 0.95
C -4.44 -1.35 1.59
C -1.85 -1.69 -0.51
C -7.08 0.85 -0.92
C -7.29 2.16 -1.71
C -0.30 0.17 0.92
C -7.22 1.10 2.10
C -8.42 0.49 1.36
C -3.43 -1.82 -3.32
C 13.18 1.82 0.87
C -5.95 -1.14 1.80
C -3.92 -0.68 0.31
C 0.30 -0.80 0.11
C 13.08 -2.41 2.76
C 5.41 1.41 -0.47
C 5.00 0.96 -1.85
C 13.45 2.98 -0.07
C -7.34 3.42 -0.83
C -2.58 -2.77 -1.30
C 14.15 -3.31 3.33
C -6.33 0.03 2.75
C -12.03 -1.65 -3.96
C -11.91 -1.19 -2.52
C -0.47 -1.72 -0.58
C -8.36 0.39 -0.19
H -2.95 -0.97 -3.83
H 14.31 2.81 -0.70
H -6.85 4.24 -1.37
H -3.84 -1.09 2.47
H 4.32 1.67 -2.34
H -4.27 0.34 0.19
H -6.83 -0.42 3.61
H -9.19 0.98 -0.60
H 12.11 -2.58 3.21
H 13.58 3.91 0.49
H -9.31 1.08 1.62
H -12.66 -0.99 -4.56
H -6.89 0.11 -1.71
H -11.80 -0.11 -2.46
H -8.37 3.75 -0.70
H 13.80 1.85 1.76
H -6.61 1.78 1.51
H -3.90 -2.41 -4.10
H 5.62 2.49 -0.44
H -6.32 -2.07 2.24
H 14.16 -4.30 2.88
H -6.50 2.22 -2.47
H -4.36 -1.24 -0.51
H -4.17 -1.42 -2.62
H -8.23 2.02 -2.24
H 13.31 0.86 0.36
H -2.08 -3.71 -1.06
H -12.75 -1.51 -1.91
H 4.66 1.17 0.29
H -8.62 -0.50 1.77
H 0.25 3.43 2.07
H -7.61 1.69 2.94
H -6.81 3.33 0.12
H -0.34 0.62 3.60
H -6.41 -1.07 0.82
H -8.57 -0.64 -0.48
H 13.00 -2.52 1.68
H -4.26 -2.42 1.45
H -3.62 -2.91 -1.01
H -5.41 0.46 3.14
H 14.06 -3.41 4.41
H -6.18 0.87 -0.31
H 4.53 -0.02 -1.83
H -12.40 -2.67 -4.03
```

Charge: +1
LUMO (eV): -4.4
E_tot (eV): -144020.83592
Gap between HOMO and LUMO (eV): 7.055